{"formula": "C15H30ClFO14P4S2", "method": "ωB97M-V/def2-TZVPD", "symbols": ["Cl", "S", "S", "P", "P", "P", "P", "F", "O", "O", "O", "O", "O", "O", "O", "O", "O", "O", "O", "O", "O", "O", "C", "C", "C", "C", "C", "C", "C", "C", "C", "C", "C", "C", "C", "C", "C", "H", "H", "H", "H", "H", "H", "H", "H", "H", "H", "H", "H", "H", "H", "H", "H", "H", "H", "H", "H", "H", "H", "H", "H", "H", "H", "H", "H", "H", "H"], "positions_angstrom": [[-3.76616, -0.30110, -4.89063], [4.45890, -2.76921, 4.73396], [1.64595, 1.69047, 3.83919], [-2.71092, 2.40030, -3.96410], [-0.11583, -0.26741, -1.29232], [-2.49119, 1.83335, -1.07906], [-4.64418, -0.79063, -2.14137], [0.01451, 1.38863, -3.34751], [5.60745, -2.54351, 3.64518], [-4.09357, -2.02879, -1.29954], [1.98687, 0.25569, 4.45325], [-3.85737, 2.75215, -1.14554], [-5.70843, -1.42971, -3.14680], [4.48942, -1.67720, 5.63888], [-2.22238, -1.33791, -3.13039], [-5.26929, 0.27537, -1.36968], [2.78002, 2.16707, 3.13410], [1.55015, 2.48884, 5.22231], [0.35910, 1.62860, 3.24961], [4.48924, -4.10998, 5.18591], [-0.50062, -1.24439, -4.67902], [3.20816, -2.59382, 3.75454], [-2.01283, 3.96078, -3.27472], [3.64100, -2.11127, 2.47492], [1.57605, 1.57239, 6.32881], [-0.88233, 0.46103, -2.88491], [-1.09503, -0.77403, -3.73532], [0.85029, -1.75738, -1.80649], [1.81966, 0.55971, 0.51603], [-1.70041, 2.14631, -5.48980], [5.04842, -2.65188, 2.32709], [0.02565, -3.04043, -1.59451], [-3.17397, -0.26641, -3.16043], [-2.89493, 0.58286, 0.23010], [1.07941, 1.00786, -0.73076], [-2.33243, 0.97651, -2.75329], [2.38837, 0.39883, 5.82763], [0.60627, 1.97142, -0.58415], [2.37443, -0.36400, 0.36059], [-1.11374, 3.77308, -2.69710], [-4.34523, 2.61837, -0.32893], [3.45682, 0.60782, 5.85140], [2.53202, 1.29904, 0.85345], [-0.90873, -2.85485, -1.07610], [1.81722, 1.15219, -1.52181], [-1.56546, 1.09635, -5.71096], [-2.21126, 0.81194, 1.04347], [2.97069, -2.46777, 1.69760], [1.19556, -1.71728, -2.83720], [5.04681, -3.70518, 2.03949], [-3.90428, 0.72149, 0.60715], [-0.20475, -3.51574, -2.54083], [1.74780, -1.78039, -1.19741], [0.54907, 1.28292, 6.56004], [-1.80348, 4.59468, -4.13126], [3.62755, -1.01951, 2.49545], [5.64523, -2.08264, 1.62082], [2.02259, 2.04807, 7.19699], [0.58922, -3.75031, -0.99661], [-0.72031, 2.58915, -5.33719], [-5.85963, -2.35358, -2.93493], [-2.70807, -0.43341, -0.07852], [1.12968, 0.36695, 1.32966], [2.18978, -0.51763, 6.37232], [-2.17406, 2.62098, -6.34045], [-4.76956, -2.31530, -0.67684], [-2.75891, 4.47143, -2.68343]], "forces_ev_per_angstrom": [[-0.1, 0.4, 0.2], [0.0, 0.0, -0.5], [0.1, -0.1, 0.8], [-1.7, 0.4, -0.6], [-1.0, -0.1, 1.3], [0.9, 0.0, 0.6], [-0.8, 0.5, -0.1], [-0.2, 0.1, -0.7], [-0.2, 0.2, 0.1], [0.2, -0.2, -0.4], [-0.3, 0.1, 0.0], [0.4, -0.1, -0.1], [0.4, -0.2, 0.2], [0.1, 0.0, 0.3], [0.1, -0.2, -0.7], [0.1, 0.3, 0.1], [0.0, 0.2, -0.2], [0.2, -0.1, -0.1], [0.0, 0.0, -0.3], [-0.1, -0.1, 0.2], [-1.0, 0.7, 2.0], [0.2, -0.3, 0.0], [0.3, -0.6, -0.1], [0.1, 0.4, -0.1], [-0.4, -0.2, 0.1], [0.6, -0.7, 0.4], [1.0, -0.4, -1.3], [-0.1, 0.1, -0.4], [-0.2, -0.4, 0.2], [0.7, 0.1, 0.7], [-0.1, -0.4, -0.2], [0.2, 0.0, 0.0], [0.4, -1.0, -0.1], [0.0, 0.6, 0.1], [1.1, -0.3, -1.0], [-0.5, 1.0, -0.4], [0.4, 0.2, 0.2], [-0.4, 0.0, 0.1], [0.1, -0.1, -0.2], [0.2, 0.3, 0.0], [-0.5, -0.1, -0.1], [0.0, 0.0, 0.0], [0.1, 0.3, 0.0], [-0.2, 0.1, 0.1], [0.1, 0.2, -0.1], [0.0, -0.2, -0.1], [0.2, -0.1, 0.1], [-0.1, -0.1, 0.2], [0.1, 0.2, -0.1], [0.0, 0.0, 0.0], [-0.2, -0.2, -0.2], [-0.1, -0.1, -0.2], [0.1, 0.1, 0.2], [0.0, 0.0, 0.0], [0.2, 0.0, -0.2], [0.0, 0.0, 0.0], [0.1, 0.1, 0.2], [0.1, 0.2, -0.1], [0.1, -0.2, 0.0], [0.2, 0.0, -0.2], [-0.1, -0.3, -0.3], [-0.1, -0.2, 0.0], [-0.2, 0.0, 0.2], [-0.1, -0.1, -0.2], [-0.3, 0.1, 0.0], [0.0, 0.0, 0.4], [-0.1, -0.1, 0.3]], "gap_ha": 0.295, "charge": 0, "smiles": "CCP(CC)[C@@]1(F)C(=O)O[C@@](Cl)(P(=O)(O)O)[C@@]1(P(C)C)P(C)O.O=S1(=O)OCCO1.O=S1(=O)OCCO1"}

=====

{"formula": "C15H30ClN5O8PS2W", "method": "ωB97M-V/def2-TZVPD", "symbols": ["W", "Cl", "S", "S", "P", "O", "O", "O", "O", "O", "O", "O", "O", "N", "N", "N", "N", "N", "C", "C", "C", "C", "C", "C", "C", "C", "C", "C", "C", "C", "C", "C", "C", "H", "H", "H", "H", "H", "H", "H", "H", "H", "H", "H", "H", "H", "H", "H", "H", "H", "H", "H", "H", "H", "H", "H", "H", "H", "H", "H", "H", "H", "H"], "positions_angstrom": [[0.52813, -0.38001, -0.15336], [-1.79313, 1.80045, 0.15281], [1.05324, 1.18323, -1.95009], [4.32785, 2.21401, -1.88165], [2.48354, 2.54560, -1.43376], [-0.58305, 2.26261, 0.81745], [1.98884, 3.90910, -2.10416], [2.23669, 2.80250, 0.14561], [-2.93930, 1.95234, 0.98309], [-1.58106, 0.30437, -0.06123], [-1.95973, 2.42559, -1.11509], [-1.95544, -2.49518, -0.29711], [1.84839, -2.06554, -2.64408], [0.11849, -1.89592, 1.43577], [-2.05519, -2.82351, -2.52440], [-0.14157, -1.82693, -1.53927], [2.45860, -1.41573, -0.03437], [1.48208, 0.43120, 1.71131], [0.63119, -2.16670, -2.66625], [-3.42635, -3.29629, -2.38575], [2.79618, 3.99893, 0.73112], [-1.39505, -2.91243, -3.72303], [0.59808, 0.08153, 2.84003], [2.88459, -0.01407, 1.90378], [2.34007, -2.74147, 0.64225], [-0.09753, -2.61851, -3.84263], [3.45978, -0.53553, 0.60456], [4.02498, 3.69238, 1.55661], [0.35255, -1.42251, 2.82270], [0.61649, 4.34192, -1.92736], [0.90185, -3.09568, 1.05224], [0.57341, 5.83327, -2.14176], [-1.40384, -2.38428, -1.38350], [0.43152, -2.72099, -4.77559], [-3.46029, -4.27985, -1.91683], [0.91655, -3.82684, 1.86536], [1.20342, 6.35251, -1.41839], [3.02516, 4.71336, -0.06086], [0.37869, -3.54834, 0.21498], [1.99896, 4.42218, 1.34497], [-0.50039, -1.67316, 3.45411], [3.66736, 0.27589, -0.09120], [1.45881, 1.43300, 1.51857], [-0.86738, -2.09442, 1.23626], [-3.99273, -2.60129, -1.77239], [-3.86450, -3.35035, -3.37972], [2.66497, -1.55250, -1.03142], [1.21295, -1.96307, 3.22172], [0.91687, 6.09116, -3.14313], [3.76983, 3.14358, 2.46343], [-1.99330, -3.26118, -4.55423], [3.49965, 0.79645, 2.29167], [2.71741, -3.51780, -0.02375], [2.99183, -2.72944, 1.51764], [-0.00063, 3.80817, -2.64906], [4.39787, -1.07087, 0.78704], [4.73877, 3.11333, 0.97073], [0.27093, 4.06267, -0.92978], [2.88197, -0.79918, 2.66190], [-0.33530, 0.62382, 2.68962], [1.02185, 0.38439, 3.80342], [4.50248, 4.62538, 1.85912], [-0.45016, 6.19052, -2.02409]], "forces_ev_per_angstrom": [[-0.5, 0.6, -0.4], [0.2, -0.3, 0.1], [0.0, -0.2, 0.2], [0.1, 0.0, 0.0], [-0.1, 0.0, -0.2], [-0.4, 0.0, -0.2], [0.0, 0.0, 0.0], [0.0, 0.0, 0.2], [0.2, -0.1, -0.1], [0.3, 0.4, 0.0], [0.0, -0.1, 0.3], [-0.1, -0.1, 0.1], [0.2, 0.0, -0.1], [-0.1, -0.1, 0.0], [0.0, 0.0, 0.0], [0.2, -0.4, 0.1], [0.1, -0.1, 0.1], [-0.1, -0.2, -0.2], [-0.3, 0.1, 0.0], [0.0, 0.0, 0.0], [0.0, 0.1, 0.0], [-0.1, 0.0, 0.1], [0.0, 0.0, 0.0], [0.0, 0.1, 0.1], [0.0, 0.1, 0.0], [0.1, 0.0, 0.1], [-0.1, 0.0, -0.1], [0.0, 0.0, 0.0], [0.0, -0.1, -0.1], [0.0, 0.0, 0.0], [0.0, 0.1, 0.0], [0.0, 0.1, 0.0], [0.1, 0.2, -0.2], [0.0, 0.0, 0.0], [0.0, 0.0, 0.0], [0.0, 0.0, 0.0], [0.0, 0.0, 0.0], [0.0, 0.0, 0.0], [0.0, 0.0, 0.0], [0.0, 0.0, 0.0], [0.0, 0.0, 0.0], [0.0, 0.0, 0.0], [0.0, 0.0, 0.0], [0.0, 0.0, 0.1], [0.0, 0.0, 0.0], [0.0, 0.0, 0.0], [0.0, -0.1, 0.1], [0.0, 0.0, 0.0], [0.0, 0.0, 0.0], [0.0, -0.1, 0.0], [0.0, 0.0, 0.0], [0.0, 0.1, 0.0], [0.0, 0.0, 0.0], [0.0, 0.0, 0.0], [0.0, 0.0, 0.0], [0.0, 0.0, 0.0], [0.0, 0.0, 0.0], [0.0, 0.0, 0.0], [0.0, 0.0, 0.0], [0.0, 0.0, 0.0], [0.0, 0.0, 0.0], [0.0, 0.0, 0.0], [0.0, 0.0, 0.0]], "de_lowest_ev": 2.909, "gap_ha": [0.246, 0.249], "charge": 0, "multiplicity": 2}

=====

{"formula": "C15H30CoO9", "method": "ωB97M-V/def2-TZVPD", "symbols": ["Co", "O", "O", "O", "O", "O", "O", "O", "O", "O", "C", "C", "C", "C", "C", "C", "C", "C", "C", "C", "C", "C", "C", "C", "C", "H", "H", "H", "H", "H", "H", "H", "H", "H", "H", "H", "H", "H", "H", "H", "H", "H", "H", "H", "H", "H", "H", "H", "H", "H", "H", "H", "H", "H", "H"], "positions_angstrom": [[0.89115, -0.44831, 0.13641], [0.03059, 0.05077, 1.94160], [0.20282, -2.42054, 0.21525], [-2.98377, -0.42057, 0.26317], [3.06659, -0.92929, -3.09354], [1.40459, -1.00419, -1.77157], [-1.65756, -0.38855, 3.31356], [-0.94187, 0.21764, -0.67896], [2.57929, -0.85004, 1.25978], [1.74722, 1.40882, -0.47497], [-1.06862, -2.80522, 0.62691], [2.38335, 2.31586, 0.35053], [-1.59755, 1.53931, 4.60971], [-0.30918, 1.48049, 3.88187], [-2.17914, 0.11878, 4.53823], [-4.32464, 0.10391, 0.15695], [2.05434, -0.40606, -5.12525], [3.84676, -1.06488, 0.55285], [3.39122, -0.65135, -4.47767], [-2.17474, 0.35157, -0.59275], [-4.19105, 1.51650, -0.40679], [-3.01956, 1.37407, -1.37386], [-0.54531, 0.32551, 2.93891], [1.80210, -1.02971, -2.91210], [1.05943, -1.11985, -4.21251], [-3.30333, 0.91635, -2.32152], [1.86002, 0.65915, -5.25037], [-4.89849, 0.01346, 1.07924], [-4.74328, -0.54921, -0.60873], [-1.85565, -0.53127, 5.35117], [-5.16785, 1.72509, -0.84321], [3.84825, -1.50267, -4.98212], [-4.09279, 2.12710, 0.49077], [-2.26354, 2.28997, 4.18420], [-3.26461, 0.21527, 4.56191], [0.07710, -0.66416, -4.08816], [-1.42150, 1.77659, 5.65890], [-0.11919, 2.40217, 3.33186], [1.93259, 3.30016, 0.22379], [0.68298, -3.20231, -0.06738], [3.84359, -0.36889, -0.28601], [3.42355, 2.38588, 0.03243], [0.51425, 1.35029, 4.58409], [-1.89741, -2.56215, -0.03802], [4.63269, -0.90891, 1.29183], [2.10446, -0.81012, -6.13635], [-1.11663, -3.88216, 0.78814], [0.89772, -2.16937, -4.45839], [4.03274, 0.22889, -4.51906], [2.40066, 1.91494, 1.36397], [1.65414, 1.73013, -1.37480], [-2.48213, 2.31634, -1.48069], [3.84686, -2.04865, 0.08348], [2.75445, -1.05639, 2.18084], [-1.34601, -2.36038, 1.58256]], "forces_ev_per_angstrom": [[-0.9, -0.2, -0.5], [2.5, -1.1, -3.9], [1.2, 1.4, -0.2], [3.5, 2.3, -1.6], [1.5, 0.2, 0.2], [-1.7, 0.0, 3.4], [2.1, 0.5, -1.7], [-0.2, -0.5, 0.4], [-0.2, 0.1, -1.1], [-1.7, -2.7, -0.5], [-2.6, -1.1, 1.5], [1.7, 1.5, 0.8], [-0.9, 0.0, 1.7], [0.5, 0.1, -0.6], [-0.2, 1.4, 1.1], [-0.9, -0.5, -1.5], [-0.3, 0.2, -1.2], [-0.2, 0.0, -0.6], [0.1, 0.1, -1.0], [-1.6, -1.2, 1.5], [-1.3, -1.3, 0.8], [0.4, 0.0, 1.7], [-3.7, 0.1, 3.8], [0.7, -0.2, -2.0], [-0.4, 0.5, 0.5], [0.0, 0.1, -0.1], [-0.2, 0.0, 0.3], [0.5, -0.1, 0.1], [-0.6, 0.0, 0.2], [0.0, 0.0, -0.1], [0.3, 0.4, -0.3], [0.4, -0.1, 0.7], [0.6, 0.7, -0.5], [-0.1, -0.2, 0.0], [0.1, -0.6, -0.5], [0.0, 0.0, -0.3], [-0.2, 0.3, -0.1], [0.2, -0.2, -0.2], [-0.1, 0.0, 0.6], [0.5, 0.0, -0.3], [0.4, 0.3, 0.3], [0.1, 0.2, 0.1], [0.3, -0.4, -0.3], [0.5, 0.2, -0.5], [0.2, -0.1, -0.5], [-0.4, 0.0, 0.1], [0.3, 0.0, -0.1], [0.1, -0.1, 0.0], [0.1, -0.3, 0.2], [-0.4, 0.4, 0.0], [-0.1, 0.0, -0.2], [0.2, -0.3, -0.4], [0.1, -0.2, 0.5], [-0.6, 0.0, 0.5], [0.4, 0.2, 0.0]], "gap_ha": [0.425, 0.201], "charge": 3, "multiplicity": 5}

=====

{"formula": "C15H30F7O15PPd", "method": "ωB97M-V/def2-TZVPD", "symbols": ["Pd", "P", "F", "F", "F", "F", "F", "F", "F", "O", "O", "O", "O", "O", "O", "O", "O", "O", "O", "O", "O", "O", "O", "O", "C", "C", "C", "C", "C", "C", "C", "C", "C", "C", "C", "C", "C", "C", "C", "H", "H", "H", "H", "H", "H", "H", "H", "H", "H", "H", "H", "H", "H", "H", "H", "H", "H", "H", "H", "H", "H", "H", "H", "H", "H", "H", "H", "H", "H"], "positions_angstrom": [[-0.13288, -0.21751, -0.11655], [0.48423, 2.94698, -1.40072], [-0.66867, 1.78874, -1.03320], [0.05880, 2.84651, -2.95387], [1.64789, 4.01049, -1.74271], [1.55538, 1.75272, -1.62137], [-0.64008, 4.06367, -1.16133], [-0.46573, -2.07285, 0.95195], [0.91423, 3.00618, 0.16597], [-1.46089, 0.91072, 1.40998], [-0.37192, -2.85464, -3.31981], [4.25269, -0.42155, -0.41499], [2.59765, -0.37576, 3.38596], [0.10422, -1.15891, -4.52901], [-2.26163, -0.43904, -1.00711], [0.02132, -0.91441, -2.30187], [-3.96689, 0.73067, -1.94376], [2.02809, 1.74465, 3.59675], [1.22055, 0.58620, 1.90695], [-2.34007, 0.55356, 3.43383], [-4.40321, -0.67580, -0.39815], [-3.03843, 2.23689, 2.26090], [2.07904, -0.94942, -0.29122], [3.64698, -2.44010, -0.78602], [3.22926, -1.23320, -0.50933], [-3.43473, -0.16357, -1.12071], [-2.20799, 1.22433, 2.30906], [-3.13198, 1.41994, -2.86156], [3.92734, 0.95674, -0.22938], [3.07838, 1.81358, 4.57213], [2.71782, -3.47500, -1.00440], [-1.55858, -0.63386, 3.55210], [-0.06031, -1.58182, -3.29887], [-2.98155, 3.05406, 1.09340], [1.91300, 0.64941, 2.86833], [-0.92031, -3.47261, -2.13844], [2.22581, -1.67265, 2.92336], [-4.06033, -1.47329, 0.72253], [0.39209, 0.20519, -4.78276], [-3.72832, 3.83079, 1.22169], [4.06394, 1.59279, 4.17688], [1.19994, -1.88170, 3.21763], [-3.07689, 2.46132, 0.18665], [-0.51289, 0.80484, -4.77340], [-0.37361, -3.26282, -1.22126], [-2.02627, 3.57835, 1.02319], [-0.97704, -4.53217, -2.35220], [2.78503, 1.15458, 5.39113], [-1.85910, -1.37010, 2.80437], [4.82301, 1.49644, 0.07771], [-3.06687, -1.92153, 0.60501], [2.01123, -3.16311, -1.77257], [0.82489, 0.24298, -5.78340], [-1.89127, -1.06673, 4.49548], [3.12285, 1.07866, 0.48868], [2.35579, -1.80567, 1.85118], [-3.94824, -0.87016, 1.62588], [3.69319, 1.44660, -1.17458], [-2.33081, 1.96084, -2.36493], [3.20809, -4.33732, -1.45272], [3.03193, 2.81361, 4.99681], [-3.80562, 2.07563, -3.40738], [1.18179, 0.56825, -4.12604], [-4.76474, -2.28173, 0.88447], [-0.48426, -0.50249, 3.50918], [-1.89540, -2.99942, -2.01466], [-2.64997, 0.78138, -3.60380], [2.20436, -3.78277, -0.09621], [2.89664, -2.38460, 3.40118]], "forces_ev_per_angstrom": [[-0.8, -1.5, 0.3], [1.1, 0.7, 0.3], [0.4, 0.2, -0.1], [-0.1, -0.1, 0.1], [-0.6, 0.1, -0.1], [-0.4, -0.4, -0.1], [0.1, 0.1, 0.0], [0.2, 0.9, -0.7], [-0.5, -0.2, -0.4], [0.0, 0.2, 0.0], [0.3, -1.0, -0.5], [0.5, 0.1, -0.2], [0.3, 0.1, 0.2], [-0.1, -0.6, -0.6], [-0.1, 0.0, -0.3], [0.5, 0.8, 0.5], [-0.2, -0.7, 0.2], [0.6, 0.7, -0.4], [-0.7, 0.1, -0.8], [0.0, 0.5, 0.3], [-1.0, -0.1, 0.1], [-0.4, 0.1, 0.6], [-0.6, 0.1, -0.2], [1.5, -0.7, -0.3], [-0.3, 0.1, 0.5], [0.2, 0.7, 0.2], [0.3, -0.5, -0.6], [0.6, 0.4, -0.6], [0.4, 1.2, -0.2], [-0.9, 0.0, 1.0], [-1.0, -0.4, -0.7], [-0.8, -1.2, 0.3], [-0.4, -0.1, 0.2], [0.7, 0.7, -0.3], [0.4, -0.5, 1.0], [-0.4, 1.0, 0.1], [0.2, -0.7, -0.1], [1.6, -0.6, 0.7], [0.9, 0.5, -0.3], [-0.3, -0.3, -0.1], [-0.1, -0.1, -0.1], [0.0, -0.1, -0.3], [-0.3, 0.0, 0.0], [0.1, 0.1, 0.3], [0.3, 0.0, -0.1], [0.1, -0.3, 0.1], [-0.1, 0.0, 0.0], [0.5, -0.2, -0.1], [0.3, 0.3, -0.3], [0.1, -0.6, 0.5], [-0.1, 0.0, -0.3], [-0.3, 0.2, 0.3], [-0.3, -0.2, 0.0], [0.4, 0.2, 0.2], [0.0, 0.1, -0.1], [-0.3, 0.3, 0.1], [-0.5, 0.2, -0.1], [-0.4, -0.5, 0.0], [-0.3, 0.1, 0.1], [0.6, 0.2, 0.3], [0.1, 0.1, -0.4], [0.1, 0.1, 0.2], [-0.4, 0.2, 0.4], [-0.4, 0.3, -0.3], [-0.1, 0.4, 0.0], [-0.2, -0.5, 0.2], [-0.2, -0.5, 0.2], [-0.1, 0.2, 0.1], [0.0, 0.2, 0.3]], "gap_ha": [0.402, 0.333], "charge": 0, "multiplicity": 3}

=====

What is the charge in the fourth record? 0

=====

Which of these has the highest charge? C15H30CoO9